1.
120
Properties=species:S:1:pos:R:3 method="wB97M-V/def2-TZVPD" smiles="CCP(CC)c1c(Br)cc(OC[C@@H](C)O)c2nc(CCC(F)(F)F)cnc12.CC(C)=O.CC(C)=O.CC(C)=O.CC(C)=O.CC(C)=O.CC(C)=O.CC(C)=O" homo_lumo_gap_ev=6.64 e_homo_ev=-6.58
C 0.394 -1.234 4.101
C -0.927 -2.062 4.135
P -2.445 -1.368 3.396
C -2.863 0.310 4.037
C -1.828 0.959 4.968
C -2.516 -1.466 1.588
C -3.714 -1.225 0.958
Br -5.300 -0.834 1.950
C -3.878 -1.241 -0.438
C -2.816 -1.527 -1.240
O -3.031 -1.527 -2.596
C -2.255 -0.616 -3.367
C -2.208 0.829 -2.883
C -3.541 1.417 -2.443
O -1.204 1.079 -1.893
C -1.557 -1.838 -0.667
N -0.534 -2.175 -1.510
C 0.602 -2.405 -0.907
C 1.793 -2.770 -1.765
C 2.484 -1.489 -2.288
C 2.332 -1.257 -3.776
F 3.347 -1.752 -4.495
F 2.326 0.082 -4.016
F 1.194 -1.727 -4.293
C 0.770 -2.327 0.493
N -0.206 -2.040 1.309
C -1.416 -1.790 0.731
H 0.672 -0.955 5.119
H 0.302 -0.325 3.517
H 1.219 -1.834 3.718
H -1.146 -2.290 5.178
H -0.721 -3.023 3.673
H -3.011 0.963 3.174
H -3.838 0.248 4.513
H -1.304 0.245 5.601
H -2.346 1.666 5.613
H -1.138 1.542 4.376
H -4.832 -1.023 -0.890
H -1.227 -0.945 -3.530
H -2.708 -0.594 -4.360
H -1.905 1.410 -3.763
H -3.683 1.373 -1.366
H -4.368 0.983 -2.999
H -3.526 2.477 -2.702
H -0.359 0.935 -2.327
H 2.477 -3.440 -1.252
H 1.375 -3.331 -2.600
H 2.059 -0.623 -1.790
H 3.550 -1.528 -2.078
H 1.755 -2.511 0.909
C -2.085 -3.582 -7.899
C -2.299 -2.192 -7.353
O -3.383 -1.832 -6.952
C -1.107 -1.270 -7.330
H -3.023 -4.132 -7.853
H -1.751 -3.527 -8.935
H -1.337 -4.106 -7.302
H -0.738 -1.119 -8.343
H -0.317 -1.695 -6.708
H -1.407 -0.309 -6.912
C 2.594 -2.026 -9.322
C 1.555 -2.737 -10.156
O 0.373 -2.632 -9.911
C 2.059 -3.578 -11.297
H 2.103 -1.458 -8.535
H 3.267 -2.755 -8.868
H 3.171 -1.343 -9.947
H 2.708 -4.369 -10.918
H 2.613 -2.956 -12.003
H 1.214 -4.031 -11.812
C 5.145 -4.268 2.734
C 4.675 -2.846 2.554
O 4.257 -2.448 1.491
C 4.748 -1.942 3.759
H 5.039 -4.807 1.796
H 6.194 -4.280 3.035
H 4.546 -4.765 3.499
H 5.780 -1.858 4.102
H 4.132 -2.344 4.566
H 4.380 -0.954 3.494
C -2.204 6.043 3.810
C -1.405 4.785 3.596
O -1.633 3.772 4.221
C -0.301 4.837 2.567
H -2.957 5.870 4.573
H -1.549 6.848 4.144
H -2.697 6.336 2.880
H 0.432 5.596 2.844
H -0.716 5.078 1.587
H 0.193 3.869 2.513
C -1.647 5.079 7.981
C -2.056 6.528 7.870
O -2.548 6.963 6.852
C -1.825 7.398 9.079
H -1.866 4.565 7.046
H -0.577 5.007 8.183
H -2.198 4.597 8.790
H -0.762 7.421 9.325
H -2.381 7.014 9.931
H -2.161 8.410 8.864
C 5.552 -7.730 -11.543
C 5.316 -6.339 -11.008
O 4.225 -5.987 -10.622
C 6.503 -5.407 -10.976
H 4.622 -8.292 -11.510
H 5.901 -7.679 -12.575
H 6.299 -8.242 -10.935
H 6.891 -5.261 -11.985
H 7.289 -5.824 -10.345
H 6.197 -4.445 -10.571
C -2.275 6.601 14.561
C -2.804 7.159 13.263
O -2.163 7.094 12.239
C -4.168 7.803 13.300
H -1.291 6.169 14.395
H -2.194 7.395 15.304
H -2.945 5.825 14.934
H -4.165 8.647 13.992
H -4.916 7.077 13.622
H -4.427 8.161 12.306



2.
6
Properties=species:S:1:pos:R:3 method="wB97M-V/def2-TZVPD" spin_multiplicity=2 homo_lumo_gap_ev="6.02 / 10.47" e_above_lowest_ev=0.019 s2=0.75 total_charge=+1 e_homo_ev="-10.54 / -15.02"
O 0.628 0.864 0.672
H 0.388 1.762 0.416
Sn 2.387 0.509 0.957
O -2.454 -1.323 -1.398
C -2.057 -0.718 -0.531
Li -0.809 -0.107 1.369



3.
94
Properties=species:S:1:pos:R:3 method="wB97M-V/def2-TZVPD" homo_lumo_gap_ev=9.05 e_above_lowest_ev=0.162 e_homo_ev=-8.53
C 1.465 0.547 0.509
C 1.859 -0.433 -0.546
C 1.657 -1.752 -0.449
C 2.165 -2.810 -1.383
H 1.933 -2.568 -2.421
H 1.683 -3.759 -1.140
C 3.682 -2.982 -1.233
H 4.214 -2.077 -1.537
H 4.027 -3.832 -1.827
O 4.006 -3.281 0.126
C 4.517 -2.331 0.894
O 4.838 -1.232 0.500
C 4.659 -2.790 2.328
C 3.765 -1.905 3.201
H 3.845 -2.211 4.240
H 4.074 -0.865 3.117
H 2.726 -1.987 2.889
H 4.320 -3.827 2.386
C 6.123 -2.687 2.754
H 6.745 -3.350 2.156
H 6.479 -1.668 2.624
H 6.226 -2.964 3.800
S 0.770 -2.386 0.970
S -0.768 -3.385 0.069
C -1.933 -2.095 -0.338
C -2.354 -1.995 -1.601
N -3.451 -1.136 -1.917
C -4.703 -1.552 -1.639
O -4.994 -2.571 -1.063
H -5.467 -0.854 -2.030
C -3.182 0.071 -2.681
C -2.596 1.157 -1.822
C -1.229 1.284 -1.686
N -0.649 2.236 -0.965
C -1.451 3.102 -0.359
N -2.773 3.058 -0.389
C -3.367 2.096 -1.100
N -4.724 2.127 -1.146
H -5.208 1.243 -1.187
H -5.132 2.789 -0.502
C -0.804 4.186 0.436
H 0.117 4.494 -0.054
H -1.486 5.024 0.544
H -0.553 3.808 1.426
H -0.566 0.589 -2.182
H -4.115 0.411 -3.138
H -2.465 -0.171 -3.472
C -1.777 -2.739 -2.766
H -0.903 -2.202 -3.140
H -2.512 -2.818 -3.563
H -1.466 -3.738 -2.477
C -2.385 -1.232 0.793
C -3.533 -1.841 1.607
H -3.175 -2.627 2.274
H -4.300 -2.239 0.938
O -4.099 -0.843 2.457
C -4.872 0.071 1.883
O -5.177 0.066 0.713
C -5.276 1.173 2.843
C -5.683 0.624 4.207
H -4.855 0.086 4.659
H -5.970 1.443 4.864
H -6.526 -0.055 4.110
C -4.084 2.131 2.960
H -4.351 2.978 3.587
H -3.782 2.505 1.983
H -3.238 1.617 3.411
H -6.119 1.703 2.388
H -1.541 -1.033 1.461
H -2.726 -0.277 0.387
N 2.476 0.119 -1.706
C 1.921 -0.041 -2.916
O 0.915 -0.673 -3.165
H 2.490 0.474 -3.710
C 3.697 0.898 -1.543
C 3.501 2.222 -0.856
C 2.638 3.177 -1.356
N 2.449 4.363 -0.790
C 3.145 4.616 0.309
N 3.984 3.775 0.891
C 4.174 2.575 0.338
N 5.054 1.769 0.972
H 5.400 2.112 1.851
H 5.081 0.775 0.805
C 2.968 5.955 0.945
H 3.805 6.595 0.673
H 2.957 5.855 2.027
H 2.048 6.412 0.593
H 2.053 2.987 -2.248
H 4.412 0.287 -0.991
H 4.103 1.074 -2.545
H 0.782 0.080 1.214
H 0.980 1.411 0.054
H 2.338 0.881 1.066



4.
161
Properties=species:S:1:pos:R:3 method="wB97M-V/def2-TZVPD" homo_lumo_gap_ev=8.53 e_homo_ev=-9.21
N -3.111 -1.186 -4.220
B -1.706 -0.937 -4.220
O -0.972 -1.409 -5.305
C -0.924 -0.143 -3.095
C -0.287 0.976 -3.483
C 0.422 1.733 -2.630
C 0.508 1.332 -1.349
C -0.127 0.206 -0.906
C -0.876 -0.555 -1.785
C -1.631 -1.794 -1.448
C -0.740 -3.042 -1.585
C -1.161 -4.176 -0.678
C -2.336 -5.060 -1.187
S -3.091 -4.537 -2.753
C -4.747 -4.294 -2.368
N -5.674 -5.179 -2.305
N -6.819 -4.559 -1.978
C -6.572 -3.311 -1.853
O -5.293 -3.099 -2.083
C 0.076 -0.110 0.583
O 0.018 -1.256 0.985
C 0.411 1.048 1.509
C 0.172 1.039 2.876
C -0.446 -0.018 3.764
C 0.675 -0.646 4.604
C 0.194 -1.442 5.835
C -0.764 -0.638 6.709
C -0.522 0.681 6.912
C -1.396 1.388 7.655
C -2.487 0.822 8.210
C -2.705 -0.489 8.035
C -1.854 -1.231 7.278
C 0.570 2.134 3.579
C 1.178 3.199 3.048
C 1.402 3.227 1.721
C 1.032 2.168 0.988
C 1.316 2.221 -0.463
O 2.151 2.970 -0.944
H -3.378 -1.383 -5.178
H -3.633 -0.371 -3.925
H -0.514 -0.662 -5.703
H -0.340 1.286 -4.514
H 0.900 2.632 -2.970
H -1.963 -1.746 -0.415
H -2.540 -1.865 -2.029
H 0.241 -2.720 -1.246
H -0.616 -3.355 -2.618
H -1.384 -3.784 0.303
H -0.313 -4.841 -0.576
H -3.107 -5.074 -0.434
H -2.000 -6.083 -1.276
H -7.289 -2.566 -1.591
H -1.131 0.526 4.406
H -1.034 -0.758 3.239
H 1.280 -1.305 3.986
H 1.362 0.112 4.963
H -0.194 -2.415 5.583
H 1.071 -1.629 6.455
H 0.339 1.169 6.498
H -1.255 2.444 7.824
H -3.160 1.433 8.782
H -3.567 -0.975 8.458
H -2.009 -2.280 7.119
H 0.394 2.133 4.642
H 1.472 4.019 3.675
H 1.877 4.090 1.280
C -3.033 3.453 0.282
Cl -2.614 2.377 -1.037
Cl -2.054 3.074 1.687
Cl -2.768 5.121 -0.228
H -4.075 3.325 0.543
C -1.347 -5.394 4.846
Cl -0.284 -6.342 5.885
Cl -2.164 -4.141 5.777
Cl -0.434 -4.671 3.527
H -2.095 -6.057 4.431
C 2.005 0.612 -8.048
Cl 2.134 -1.097 -7.638
Cl 0.620 1.346 -7.229
Cl 3.489 1.470 -7.639
H 1.847 0.693 -9.116
C 3.364 6.945 1.918
Cl 2.126 6.622 3.130
Cl 4.974 6.643 2.568
Cl 3.102 5.961 0.467
H 3.298 7.989 1.642
C 7.076 6.446 -1.219
Cl 8.799 6.731 -1.451
Cl 6.823 5.389 0.175
Cl 6.198 7.980 -1.026
H 6.687 5.943 -2.094
C 7.906 6.700 5.035
Cl 9.285 7.576 4.384
Cl 8.403 5.144 5.701
Cl 7.068 7.662 6.255
H 7.215 6.513 4.225
C 6.581 10.246 2.733
Cl 6.375 11.498 1.505
Cl 7.188 8.761 2.002
Cl 7.648 10.810 4.018
H 5.613 10.036 3.169
C -0.345 -7.371 10.160
Cl 0.895 -7.431 8.908
Cl -1.878 -6.808 9.492
Cl -0.539 -8.947 10.926
H -0.027 -6.665 10.915
C -9.405 -4.543 -4.602
Cl -8.358 -3.867 -5.849
Cl -11.086 -4.078 -4.879
Cl -9.242 -6.295 -4.535
H -9.094 -4.146 -3.645
C 4.515 -0.356 0.226
Cl 4.485 -2.109 0.452
Cl 3.006 0.368 0.799
Cl 5.902 0.353 1.056
H 4.611 -0.152 -0.833
C -2.981 8.464 2.176
Cl -3.912 7.861 3.548
Cl -2.848 10.222 2.238
Cl -1.386 7.716 2.128
H -3.507 8.197 1.269
C 0.638 2.800 -11.414
Cl 0.566 1.040 -11.237
Cl -0.842 3.542 -10.818
Cl 2.048 3.445 -10.577
H 0.734 3.028 -12.467
C -9.446 -9.798 -3.481
Cl -10.570 -10.549 -2.344
Cl -7.781 -10.058 -2.972
Cl -9.707 -10.427 -5.111
H -9.635 -8.734 -3.495
C 8.015 8.823 -5.388
Cl 7.170 8.291 -3.932
Cl 8.157 10.579 -5.415
Cl 9.605 8.065 -5.496
H 7.436 8.517 -6.248
C -10.163 -14.053 -4.261
Cl -11.285 -14.791 -3.115
Cl -8.494 -14.314 -3.753
Cl -10.426 -14.684 -5.887
H -10.351 -12.987 -4.278
C -2.190 -1.157 -10.137
Cl -2.602 -2.802 -10.623
Cl -3.506 -0.045 -10.517
Cl -1.793 -1.094 -8.420
H -1.320 -0.849 -10.697
C -4.819 -2.004 3.599
Cl -4.921 -0.876 2.242
Cl -4.361 -3.602 3.027
Cl -3.697 -1.408 4.819
H -5.800 -2.079 4.049
C 11.567 3.460 -0.576
Cl 12.396 2.892 0.873
Cl 9.877 3.820 -0.232
Cl 12.380 4.878 -1.245
H 11.602 2.672 -1.316
C 6.825 -3.400 2.995
Cl 5.642 -4.659 3.357
Cl 7.305 -2.552 4.465
Cl 8.234 -4.083 2.180
H 6.363 -2.685 2.328



| no. | molar mass (g/mol) |
| --- | --- |
| 1 | 873.83 |
| 2 | 170.67 |
| 3 | 702.90 |
| 4 | 2793.62 |